Computed, not measured: a single C25H26N2O5S2 molecule, with the ωB97M-V functional and the def2-TZVPD basis.

Its relative energy (zero: lowest compared OMol25 entry of this formula, charge and spin) is 199.8 kJ/mol. The orbital gap is 8.59 eV. The HOMO energy is -8.116 eV. As for the total energy: -61236.312 eV. The SMILES is CC(C)[C@H](NS(=O)(=O)c1ccccc1)C(=O)OCC(=O)Nc1ccccc1Sc1ccccc1. For the LUMO energy, the calculation gives 0.48 eV.

Cartesian coordinates (Å):
C (3.68, -1.92, 1.66)
C (3.24, -0.47, 1.88)
C (2.57, -0.31, 3.24)
C (2.29, -0.04, 0.75)
N (2.97, -0.04, -0.53)
S (1.90, 0.16, -1.81)
O (2.59, 0.84, -2.86)
O (0.67, 0.73, -1.32)
C (1.61, -1.53, -2.30)
C (0.37, -1.92, -2.77)
C (0.18, -3.23, -3.17)
C (1.22, -4.14, -3.09)
C (2.47, -3.74, -2.63)
C (2.67, -2.42, -2.23)
C (1.76, 1.37, 1.00)
O (2.40, 2.35, 0.74)
O (0.54, 1.36, 1.53)
C (-0.04, 2.63, 1.83)
C (-1.35, 2.90, 1.09)
O (-2.19, 3.61, 1.59)
N (-1.47, 2.30, -0.11)
C (-2.62, 2.40, -0.91)
C (-3.24, 3.64, -1.07)
C (-4.37, 3.76, -1.86)
C (-4.91, 2.65, -2.49)
C (-4.31, 1.42, -2.32)
C (-3.18, 1.28, -1.52)
S (-2.47, -0.34, -1.42)
C (-2.10, -0.58, 0.30)
C (-1.13, -1.53, 0.61)
C (-0.82, -1.77, 1.94)
C (-1.46, -1.07, 2.95)
C (-2.43, -0.14, 2.63)
C (-2.77, 0.10, 1.31)
H (4.13, -2.02, 0.67)
H (2.83, -2.59, 1.72)
H (4.41, -2.21, 2.41)
H (4.12, 0.18, 1.84)
H (1.61, -0.83, 3.26)
H (3.21, -0.73, 4.02)
H (2.39, 0.73, 3.47)
H (1.44, -0.73, 0.69)
H (3.67, 0.69, -0.56)
H (-0.42, -1.19, -2.82)
H (-0.79, -3.54, -3.53)
H (1.07, -5.16, -3.40)
H (3.28, -4.44, -2.58)
H (3.62, -2.08, -1.87)
H (0.67, 3.42, 1.57)
H (-0.25, 2.66, 2.90)
H (-0.74, 1.66, -0.44)
H (-2.82, 4.50, -0.58)
H (-4.84, 4.73, -1.98)
H (-5.79, 2.74, -3.11)
H (-4.71, 0.54, -2.80)
H (-0.64, -2.06, -0.18)
H (-0.08, -2.52, 2.18)
H (-1.20, -1.25, 3.98)
H (-2.94, 0.40, 3.41)
H (-3.55, 0.81, 1.07)

Computed, not measured: a single C25H26N2O6 molecule, with the ωB97M-V functional and the def2-TZVPD basis.

Its relative energy (zero: lowest compared OMol25 entry of this formula, charge and spin) is 339.7 kJ/mol. The orbital gap is 7.79 eV. The HOMO energy is -8.066 eV. As for the total energy: -41610.838 eV. The SMILES is CCCCCOc1ccc([C@H]2C(C(=O)c3ccc(C)o3)=C(O)C(=O)N2c2cc(C)on2)cc1. For the LUMO energy, the calculation gives -0.27 eV.

Cartesian coordinates (Å):
C (-8.46, -0.57, 0.11)
C (-7.65, -1.32, 1.16)
C (-6.70, -2.36, 0.57)
C (-5.57, -1.75, -0.25)
C (-4.59, -2.82, -0.74)
O (-3.55, -2.28, -1.52)
C (-2.51, -1.64, -0.92)
C (-2.32, -1.51, 0.45)
C (-1.21, -0.84, 0.94)
C (-0.27, -0.29, 0.07)
C (0.93, 0.45, 0.60)
C (2.23, -0.16, 0.13)
C (2.57, -1.54, 0.49)
O (1.71, -2.36, 0.80)
C (3.98, -1.89, 0.47)
C (4.57, -3.14, 0.53)
C (5.96, -2.92, 0.50)
C (6.13, -1.56, 0.44)
C (7.36, -0.73, 0.40)
O (4.94, -0.94, 0.43)
C (2.84, 0.71, -0.69)
O (3.94, 0.62, -1.44)
C (2.06, 1.98, -0.76)
O (2.38, 2.95, -1.42)
N (0.98, 1.80, 0.06)
C (-0.01, 2.72, 0.31)
C (-0.16, 4.01, -0.26)
C (-1.29, 4.48, 0.33)
C (-2.02, 5.76, 0.20)
O (-1.77, 3.56, 1.18)
N (-0.97, 2.46, 1.16)
C (-0.47, -0.42, -1.30)
C (-1.57, -1.08, -1.79)
H (-7.81, 0.02, -0.54)
H (-9.01, -1.28, -0.51)
H (-9.17, 0.09, 0.58)
H (-7.07, -0.60, 1.75)
H (-8.33, -1.82, 1.85)
H (-6.27, -2.95, 1.39)
H (-7.27, -3.05, -0.06)
H (-5.97, -1.23, -1.12)
H (-5.03, -1.01, 0.36)
H (-4.19, -3.40, 0.10)
H (-5.11, -3.51, -1.41)
H (-3.01, -1.93, 1.15)
H (-1.07, -0.75, 2.00)
H (0.87, 0.50, 1.70)
H (4.05, -4.07, 0.58)
H (6.73, -3.66, 0.53)
H (8.24, -1.36, 0.41)
H (7.40, -0.06, 1.26)
H (7.36, -0.11, -0.50)
H (4.03, 1.47, -1.91)
H (0.48, 4.47, -0.98)
H (-2.10, 6.25, 1.17)
H (-3.03, 5.58, -0.16)
H (-1.50, 6.42, -0.50)
H (0.26, 0.00, -1.98)
H (-1.72, -1.19, -2.85)

Computed, not measured: 2 unconnected molecules or ions with the total composition C25H26N4O3, with the ωB97M-V functional and the def2-TZVPD basis.

Its relative energy (zero: lowest compared OMol25 entry of this formula, charge and spin) is 660.7 kJ/mol. The orbital gap is 3.78 eV. The HOMO energy is -5.141 eV. As for the total energy: -38444.937 eV. For the LUMO energy, the calculation gives -1.36 eV.

Cartesian coordinates (Å):
C (0.84, 2.62, 4.95)
O (1.19, 1.38, 4.31)
C (2.29, 1.34, 3.53)
C (3.14, 2.43, 3.26)
C (4.22, 2.25, 2.39)
C (4.47, 1.02, 1.79)
C (3.63, -0.07, 2.07)
O (3.73, -1.31, 1.54)
C (4.84, -1.57, 0.66)
C (2.55, 0.10, 2.94)
N (1.68, -1.01, 3.18)
C (0.33, -1.02, 3.05)
C (-0.39, -0.02, 2.28)
C (-1.86, -0.19, 2.25)
C (-2.71, 0.62, 2.91)
C (-4.12, 0.31, 3.09)
C (-4.89, 1.01, 4.06)
C (-6.24, 0.72, 4.24)
C (-6.86, -0.28, 3.46)
C (-6.11, -0.99, 2.52)
C (-4.75, -0.70, 2.33)
O (0.21, 0.87, 1.65)
N (-0.11, -2.22, 3.50)
C (-1.48, -2.68, 3.62)
C (0.98, -2.97, 3.93)
C (2.09, -2.22, 3.72)
H (0.01, 2.37, 5.61)
H (1.68, 3.03, 5.53)
H (0.51, 3.35, 4.20)
H (2.94, 3.40, 3.73)
H (4.87, 3.10, 2.18)
H (5.31, 0.89, 1.09)
H (4.74, -2.63, 0.40)
H (4.78, -0.95, -0.25)
H (5.80, -1.39, 1.16)
H (-2.19, -0.98, 1.58)
H (-2.30, 1.47, 3.46)
H (-4.39, 1.77, 4.67)
H (-6.82, 1.27, 4.99)
H (-7.92, -0.48, 3.58)
H (-6.57, -1.77, 1.91)
H (-4.17, -1.26, 1.60)
H (-1.44, -3.68, 4.07)
H (-2.06, -2.02, 4.28)
H (-1.97, -2.76, 2.65)
H (0.86, -3.96, 4.33)
H (3.12, -2.44, 3.91)
C (-1.60, 0.95, -3.38)
C (-2.31, 0.92, -2.09)
C (-1.78, 0.55, -0.80)
N (-2.79, 0.65, 0.10)
C (-3.89, 1.07, -0.58)
N (-3.62, 1.23, -1.92)
H (-0.55, 0.67, -3.23)
H (-2.04, 0.25, -4.11)
H (-1.63, 1.96, -3.82)
H (-0.76, 0.28, -0.59)
H (-4.85, 1.25, -0.12)

Computed, not measured: 2 unconnected molecules or ions with the total composition C25H26N4OS, with the ωB97M-V functional and the def2-TZVPD basis.

The orbital gap is 4.25 eV. The HOMO energy is -6.465 eV. As for the total energy: -45188.771 eV. For the LUMO energy, the calculation gives -2.21 eV.

Cartesian coordinates (Å):
S (3.92, 1.25, -2.77)
C (5.28, 0.50, -3.07)
N (6.31, -0.06, -3.29)
C (-2.77, -0.49, 2.93)
N (-1.99, -0.55, 1.70)
C (-2.58, -0.60, 0.46)
O (-3.77, -0.63, 0.22)
C (-1.45, -0.62, -0.56)
C (-1.49, 0.60, -1.48)
C (-2.74, 0.71, -2.29)
C (-3.20, -0.20, -3.21)
N (-4.40, 0.21, -3.74)
C (-4.74, 1.41, -3.15)
C (-5.86, 2.23, -3.32)
C (-5.93, 3.40, -2.60)
C (-4.91, 3.76, -1.71)
C (-3.81, 2.96, -1.52)
C (-3.71, 1.76, -2.25)
N (-0.17, -0.70, 0.22)
C (1.07, -0.86, -0.32)
C (2.21, -0.95, 0.45)
C (3.51, -1.14, -0.01)
C (4.64, -1.22, 0.85)
C (5.93, -1.36, 0.29)
C (7.05, -1.43, 1.09)
C (6.93, -1.36, 2.47)
C (5.68, -1.22, 3.05)
C (4.55, -1.15, 2.26)
C (-0.50, -0.66, 1.69)
C (0.09, 0.58, 2.35)
C (-0.12, -1.98, 2.37)
H (-3.82, -0.39, 2.69)
H (-2.61, -1.39, 3.51)
H (-2.46, 0.37, 3.52)
H (-1.53, -1.54, -1.16)
H (-1.38, 1.49, -0.86)
H (-0.62, 0.59, -2.15)
H (-2.69, -1.11, -3.48)
H (-4.99, -0.30, -4.40)
H (-6.63, 1.94, -4.01)
H (-6.79, 4.04, -2.73)
H (-5.01, 4.68, -1.16)
H (-3.04, 3.25, -0.83)
H (1.15, -0.91, -1.40)
H (2.09, -0.87, 1.50)
H (3.67, -1.24, -1.06)
H (6.03, -1.39, -0.78)
H (8.02, -1.53, 0.64)
H (7.81, -1.41, 3.09)
H (5.60, -1.16, 4.12)
H (3.60, -1.04, 2.74)
H (-0.31, 1.47, 1.86)
H (-0.17, 0.63, 3.40)
H (1.18, 0.63, 2.26)
H (-0.67, -2.79, 1.89)
H (0.94, -2.21, 2.29)
H (-0.39, -1.97, 3.42)

Computed, not measured: a molecular structure, C25H27AuBrN3O8P2Si, with the ωB97M-V functional and the def2-TZVPD basis.

Its relative energy (zero: lowest compared OMol25 entry of this formula, charge and spin) is 42.2 kJ/mol. The orbital gap is 6.79 eV. The HOMO energy is -6.819 eV. As for the total energy: -147409.128 eV. For the LUMO energy, the calculation gives -0.03 eV.

Cartesian coordinates (Å):
Au (0.36, -1.24, -0.10)
Br (4.57, 5.23, -1.25)
C (4.94, 4.15, 0.25)
C (3.92, 3.82, 1.13)
C (4.17, 3.00, 2.21)
C (5.46, 2.52, 2.44)
C (6.49, 2.91, 1.58)
C (6.23, 3.70, 0.48)
N (5.88, 1.79, 3.60)
N (5.13, 1.00, 4.22)
C (3.95, 0.46, 3.67)
C (2.91, 0.29, 4.57)
C (1.63, -0.06, 4.17)
C (1.31, -0.30, 2.82)
O (0.14, -0.53, 2.40)
C (2.46, -0.30, 1.90)
N (2.23, -0.68, 0.61)
C (3.22, -0.72, -0.27)
C (4.54, -0.44, 0.10)
C (4.80, -0.07, 1.39)
C (3.75, 0.07, 2.32)
H (2.92, 4.20, 0.96)
H (3.37, 2.76, 2.89)
H (7.49, 2.58, 1.80)
H (7.03, 3.98, -0.20)
H (3.12, 0.50, 5.61)
H (0.82, -0.13, 4.89)
H (2.97, -1.00, -1.28)
H (5.33, -0.54, -0.63)
H (5.82, 0.12, 1.70)
C (-3.51, 1.49, -2.08)
C (-2.23, 0.69, -1.93)
O (-1.34, 1.30, -0.91)
P (-1.10, 0.78, -3.41)
O (-1.44, -0.41, -4.35)
O (-1.48, 2.08, -4.24)
O (0.24, 0.92, -2.80)
P (-2.57, -1.11, -1.61)
O (-3.67, -1.02, -0.45)
O (-3.16, -1.60, -2.89)
O (-1.33, -1.82, -1.14)
H (-3.30, 2.51, -2.37)
H (-4.08, 1.49, -1.15)
H (-4.13, 1.00, -2.83)
H (-0.41, 1.16, -1.30)
H (-2.13, -1.05, -3.93)
H (-2.09, 1.91, -4.97)
H (-4.15, -1.84, -0.32)
C (0.23, 2.45, 1.09)
Si (-1.55, 2.12, 0.68)
C (-2.49, 1.03, 1.81)
C (-2.48, 3.66, 0.21)
C (-1.90, 4.60, -0.64)
C (-2.60, 5.73, -1.05)
C (-3.90, 5.93, -0.60)
C (-4.49, 5.01, 0.25)
C (-3.79, 3.88, 0.65)
H (0.36, 2.32, 2.16)
H (0.53, 3.46, 0.81)
H (0.90, 1.73, 0.60)
H (-2.82, 1.63, 2.67)
H (-1.84, 0.24, 2.18)
H (-3.37, 0.60, 1.34)
H (-0.89, 4.46, -1.00)
H (-2.14, 6.45, -1.71)
H (-4.45, 6.81, -0.92)
H (-5.51, 5.16, 0.60)
H (-4.27, 3.16, 1.31)

Computed, not measured: 2 unconnected molecules or ions with the total composition C25H27B2Cl3F3O4, with the ωB97M-V functional and the def2-TZVPD basis.

The orbital gap is 7.21 eV. Its charge is -1. The HOMO energy is -4.747 eV. As for the total energy: -81634.081 eV. For the LUMO energy, the calculation gives 2.47 eV.

Cartesian coordinates (Å):
Cl (3.61, -1.90, 2.00)
B (2.12, -0.88, 2.41)
Cl (1.44, -1.50, 4.04)
Cl (2.65, 0.93, 2.74)
O (1.18, -0.89, 1.30)
C (0.22, 0.11, 1.17)
C (-0.77, -0.01, 2.33)
C (-1.07, 1.12, 3.09)
C (-1.98, 1.00, 4.15)
C (-2.53, -0.25, 4.47)
C (-2.16, -1.39, 3.75)
C (-1.29, -1.28, 2.67)
H (0.66, 1.10, 1.05)
H (-0.59, 2.07, 2.84)
H (-2.21, 1.89, 4.73)
H (-3.20, -0.35, 5.32)
H (-2.50, -2.38, 4.04)
H (-0.95, -2.15, 2.11)
C (1.06, -1.43, -4.35)
C (0.78, -0.39, -3.39)
C (0.35, 0.91, -3.51)
C (0.49, 1.52, -2.25)
C (1.21, 0.59, -1.47)
B (-0.92, -0.09, 0.08)
C (2.36, 0.79, -0.70)
C (2.83, 2.09, -0.48)
C (4.17, 2.27, -0.19)
C (4.99, 1.15, -0.11)
C (6.43, 1.33, 0.28)
F (6.94, 0.20, 0.84)
F (7.22, 1.62, -0.81)
F (6.59, 2.35, 1.18)
C (4.54, -0.14, -0.37)
C (3.19, -0.33, -0.53)
O (-1.67, 0.99, -0.31)
C (-2.96, 0.37, -0.51)
C (-3.74, 0.60, 0.77)
C (-3.68, 1.09, -1.62)
C (-2.62, -1.17, -0.80)
C (-3.34, -2.18, 0.07)
C (-2.77, -1.57, -2.26)
O (-1.22, -1.32, -0.43)
O (1.18, -0.64, -2.12)
H (1.02, -1.00, -5.35)
H (2.05, -1.87, -4.19)
H (0.32, -2.24, -4.28)
H (0.01, 1.37, -4.43)
H (0.18, 2.50, -1.92)
H (2.13, 2.94, -0.57)
H (4.55, 3.27, -0.03)
H (5.23, -0.98, -0.35)
H (2.79, -1.33, -0.63)
H (-4.74, 0.18, 0.68)
H (-3.22, 0.18, 1.64)
H (-3.83, 1.68, 0.94)
H (-4.66, 0.62, -1.77)
H (-3.82, 2.13, -1.33)
H (-3.11, 1.04, -2.56)
H (-4.41, -2.19, -0.18)
H (-2.90, -3.16, -0.14)
H (-3.20, -1.98, 1.14)
H (-3.84, -1.59, -2.52)
H (-2.25, -0.87, -2.94)
H (-2.35, -2.57, -2.42)

Computed, not measured: a molecular structure, C25H27BCl14I2N2O3S, with the ωB97M-V functional and the def2-TZVPD basis.

The orbital gap is 8.02 eV. The HOMO energy is -8.013 eV. As for the total energy: -238512.383 eV. For the LUMO energy, the calculation gives 0.01 eV.

Cartesian coordinates (Å):
C (2.46, 2.95, 2.64)
C (2.14, 3.53, 1.28)
Cl (2.31, 5.28, 1.12)
C (1.75, 2.81, 0.22)
Cl (1.43, 3.61, -1.31)
C (1.57, 1.31, 0.32)
C (2.55, 0.37, -0.09)
C (3.90, 0.77, -0.70)
I (5.17, -0.91, -1.15)
C (4.72, 1.85, 0.15)
C (4.84, 3.22, -0.62)
I (6.79, 1.26, 0.54)
C (2.17, -0.97, 0.06)
C (0.94, -1.35, 0.57)
O (0.66, -2.74, 0.70)
C (0.66, -3.24, -0.52)
N (0.55, -3.78, -1.55)
C (-0.04, -0.43, 0.95)
C (0.33, 0.92, 0.83)
S (-0.87, 2.13, 1.37)
C (-2.40, 1.29, 0.97)
C (-3.51, 2.04, 0.62)
C (-4.73, 1.43, 0.28)
B (-6.01, 2.27, -0.10)
O (-7.08, 1.71, -0.80)
O (-6.03, 3.60, 0.32)
C (-4.74, 0.03, 0.30)
C (-3.63, -0.73, 0.66)
C (-2.41, -0.12, 1.02)
N (-1.28, -0.94, 1.42)
H (1.70, 3.17, 3.40)
H (2.71, 1.88, 2.56)
H (3.39, 3.44, 2.99)
H (3.69, 1.26, -1.66)
H (4.29, 2.02, 1.15)
H (4.16, 3.27, -1.49)
H (5.88, 3.42, -0.92)
H (4.50, 3.99, 0.08)
H (2.84, -1.80, -0.22)
H (-3.47, 3.13, 0.60)
H (-7.13, 2.12, -1.67)
H (-6.52, 4.10, -0.35)
H (-5.68, -0.46, 0.01)
H (-3.73, -1.81, 0.67)
H (-1.30, -1.09, 2.43)
C (-8.26, -1.80, -1.18)
Cl (-7.39, -2.87, -0.08)
Cl (-7.22, -1.25, -2.50)
H (-9.10, -2.34, -1.60)
H (-8.62, -0.94, -0.63)
C (-3.05, -5.21, 1.52)
Cl (-3.93, -5.82, 0.11)
Cl (-2.34, -3.62, 1.20)
H (-3.74, -5.13, 2.35)
H (-2.25, -5.91, 1.76)
C (10.75, 1.84, -0.50)
Cl (10.47, 3.55, -0.85)
Cl (9.70, 1.27, 0.82)
H (10.53, 1.26, -1.39)
H (11.78, 1.70, -0.20)
C (-2.79, -0.89, -3.39)
Cl (-2.05, 0.35, -4.42)
Cl (-2.73, -0.44, -1.67)
H (-3.83, -1.00, -3.68)
H (-2.26, -1.82, -3.53)
C (1.20, -0.91, -3.64)
Cl (2.90, -0.84, -3.15)
Cl (1.00, -1.69, -5.21)
H (0.64, -1.47, -2.90)
H (0.81, 0.10, -3.71)
C (0.58, -3.97, 3.80)
Cl (0.08, -5.49, 4.54)
Cl (-0.56, -2.66, 4.17)
H (1.56, -3.69, 4.18)
H (0.61, -4.09, 2.72)